Record 1
Formula: C60H78F14N20O31S14
Source: the OMol25 dataset
Level of theory: ωB97M-V/def2-TZVPD

Values from the calculation:
Total energy (Eh): -12731.34620
Net charge: +2
Highest occupied orbital energy (Ha): -0.294
HOMO-LUMO gap (eV): 0.744
LUMO (Ha): -0.2666

```
217
Properties=species:S:1:pos:R:3:lowdin_charge:R:1
C -9.571 1.069 -1.322 -0.0356
C -9.215 2.181 -0.180 -0.1026
N -10.467 2.638 0.408 -0.0672
C -11.543 3.295 -0.224 0.0122
C -12.447 3.735 0.747 0.0049
N -11.981 3.356 1.988 -0.1041
C -10.751 2.723 1.770 0.0717
C -12.617 3.592 3.229 -0.0079
H -10.395 1.370 -1.970 0.0559
H -9.846 0.070 -0.985 0.0746
H -8.768 0.919 -2.043 0.0717
H -8.742 3.116 -0.479 0.1358
H -8.666 1.640 0.591 0.1225
H -11.578 3.463 -1.290 0.1316
H -13.429 4.184 0.742 0.1384
H -10.067 2.330 2.508 0.1641
H -11.942 3.651 4.083 0.1173
H -13.302 2.771 3.440 0.1067
H -13.265 4.465 3.148 0.1099
C -0.225 -0.171 -3.079 -0.0453
C -1.635 -0.099 -2.303 -0.1201
N -1.646 -0.865 -1.023 -0.0610
C -2.027 -0.438 0.247 0.0073
C -1.689 -1.443 1.168 0.0329
N -1.025 -2.416 0.405 -0.0779
C -1.121 -2.113 -0.937 0.0211
C -0.574 -3.774 0.821 0.0352
H 0.343 -1.085 -3.256 0.0732
H 0.360 0.512 -2.463 0.0729
H -0.226 0.320 -4.052 0.0679
H -2.424 -0.573 -2.886 0.1137
H -2.021 0.914 -2.195 0.1228
H -2.447 0.542 0.419 0.1304
H -1.750 -1.560 2.240 0.1379
H -0.618 -2.672 -1.713 0.1687
H 0.510 -3.745 0.932 0.1096
H -0.788 -4.472 0.011 0.1040
H -1.102 -4.161 1.693 0.1070
C 8.130 12.485 1.928 0.0196
N 8.004 11.581 0.786 -0.1078
C 7.162 10.527 0.955 -0.0014
C 6.992 9.606 -0.051 0.0409
C 7.745 9.738 -1.257 -0.1434
C 8.541 10.871 -1.426 0.0458
C 8.708 11.753 -0.345 0.0181
C 7.542 8.749 -2.317 -0.1350
C 8.574 8.431 -3.229 0.0365
C 8.291 7.536 -4.271 0.0244
N 7.018 7.068 -4.459 -0.1016
C 5.974 7.476 -3.686 0.0450
C 6.233 8.264 -2.584 0.0544
C 6.798 6.117 -5.522 0.0105
H 8.585 13.400 1.548 0.1062
H 8.735 12.037 2.717 0.1091
H 7.126 12.758 2.251 0.1151
H 6.693 10.417 1.922 0.1465
H 6.327 8.782 0.159 0.1297
H 9.034 11.005 -2.377 0.1295
H 9.469 12.509 -0.472 0.1476
H 9.601 8.753 -3.131 0.1266
H 9.182 7.282 -4.825 0.1484
H 5.067 7.028 -4.065 0.1545
H 5.441 8.498 -1.887 0.1294
H 7.573 5.355 -5.434 0.1139
H 6.805 6.686 -6.451 0.1232
H 5.930 5.467 -5.407 0.1148
C 5.989 -0.031 -15.175 0.0539
N 4.611 -0.025 -14.589 -0.0604
C 4.257 0.989 -13.714 0.0558
C 3.107 0.846 -12.974 0.0523
C 2.241 -0.200 -13.223 -0.1430
C 2.608 -1.166 -14.082 0.0246
C 3.833 -1.150 -14.683 0.0491
C 0.954 -0.289 -12.484 -0.1093
C 0.186 0.861 -12.163 0.0616
C -1.007 0.712 -11.480 0.0645
N -1.553 -0.558 -11.231 -0.0772
C -0.796 -1.658 -11.511 0.0648
C 0.506 -1.533 -12.047 0.0626
C -2.880 -0.693 -10.681 0.0196
H 5.932 -0.843 -15.901 0.1052
H 6.777 -0.081 -14.424 0.1179
H 6.080 0.950 -15.640 0.1113
H 4.953 1.806 -13.593 0.1569
H 2.918 1.595 -12.220 0.1437
H 1.958 -1.999 -14.305 0.1460
H 4.145 -1.925 -15.366 0.1547
H 0.578 1.841 -12.394 0.1368
H -1.602 1.581 -11.241 0.1531
H -1.253 -2.566 -11.145 0.1591
H 1.090 -2.431 -12.183 0.1365
H -3.488 0.180 -10.917 0.1168
H -2.855 -1.012 -9.639 0.1271
H -3.377 -1.504 -11.213 0.1160
C -15.919 -12.231 7.056 0.0571
N -14.489 -12.030 7.327 -0.0900
C -13.758 -12.852 8.107 0.0361
C -12.380 -12.665 8.310 0.0812
C -11.694 -11.556 7.717 -0.1154
C -12.505 -10.766 6.873 0.0642
C -13.868 -11.033 6.736 -0.0008
C -10.285 -11.219 7.945 -0.1218
C -9.889 -9.879 8.189 0.0429
C -8.562 -9.571 8.404 0.0390
N -7.590 -10.521 8.147 -0.0663
C -7.921 -11.827 7.898 0.0623
C -9.255 -12.177 7.777 0.0654
C -6.191 -10.055 8.211 0.0579
H -16.536 -11.657 7.748 0.1199
H -16.105 -13.288 7.244 0.1150
H -16.071 -11.864 6.041 0.1154
H -14.323 -13.520 8.740 0.1543
H -11.781 -13.244 8.997 0.1353
H -11.998 -9.958 6.366 0.1366
H -14.400 -10.307 6.138 0.1570
H -10.670 -9.140 8.288 0.1333
H -8.369 -8.515 8.527 0.1575
H -7.115 -12.546 7.898 0.1609
H -9.514 -13.194 7.521 0.1395
H -6.055 -9.355 7.386 0.1265
H -5.589 -10.942 8.010 0.1146
H -6.045 -9.644 9.209 0.1221
C 5.267 3.570 4.330 0.0394
N 6.183 4.552 4.870 -0.1096
C 7.374 4.695 4.273 0.0069
C 8.463 5.390 4.847 0.0523
C 8.218 6.118 6.039 -0.1121
C 6.908 6.030 6.637 0.0668
C 5.887 5.281 6.001 0.0634
C 9.363 6.876 6.640 -0.1490
C 9.444 7.068 7.985 0.0547
C 10.616 7.629 8.574 0.0612
N 11.644 7.962 7.768 -0.1016
C 11.575 7.735 6.458 -0.0269
C 10.449 7.288 5.872 0.0122
C 12.874 8.557 8.320 0.0386
H 4.378 3.579 4.961 0.1183
H 5.681 2.562 4.315 0.1269
H 5.152 3.917 3.304 0.1182
H 7.494 4.090 3.386 0.1484
H 9.427 5.500 4.374 0.1126
H 6.755 6.635 7.518 0.1182
H 4.927 5.073 6.450 0.1500
H 8.596 6.856 8.619 0.1287
H 10.765 7.980 9.584 0.1495
H 12.426 8.019 5.857 0.1516
H 10.514 7.284 4.794 0.1280
H 12.704 9.622 8.161 0.1144
H 13.768 8.345 7.735 0.1108
H 12.989 8.330 9.380 0.1127
N -3.264 -5.876 -5.782 -0.2890
S -4.228 -6.548 -4.829 0.4220
O -4.168 -6.181 -3.413 -0.3278
O -4.804 -7.874 -5.153 -0.3066
F -5.491 -5.659 -5.226 -0.2392
S -2.062 -7.021 -5.586 0.5695
O -1.926 -8.065 -6.571 -0.2866
O -1.702 -7.421 -4.222 -0.2837
F -0.871 -5.987 -6.068 -0.2589
N 0.191 8.362 0.803 -0.2496
S -0.420 8.439 2.069 0.2661
O -0.721 7.158 2.748 -0.3243
O -1.214 9.560 2.453 -0.2691
F 0.913 8.735 2.859 -0.2339
S -1.324 7.981 0.069 0.6021
O -2.264 9.060 -0.264 -0.2801
O -1.877 6.651 0.312 -0.2860
F -0.631 7.745 -1.345 -0.2253
N 5.641 -11.102 4.996 -0.2155
S 4.891 -9.862 4.635 0.4162
O 3.711 -9.515 5.425 -0.2665
O 4.947 -9.482 3.219 -0.2625
F 5.950 -8.826 5.260 -0.2126
S 4.462 -12.182 4.277 0.6086
O 4.516 -12.365 2.847 -0.2630
O 3.186 -12.260 4.946 -0.2593
F 5.192 -13.583 4.708 -0.2258
N 1.189 -0.740 8.430 -0.2784
S 1.178 -2.180 8.640 0.3885
O -0.094 -2.851 8.307 -0.3173
O 2.096 -2.680 9.633 -0.2819
F 2.073 -2.453 7.337 -0.2255
S 0.184 -0.354 9.646 0.5618
O 0.890 0.107 10.831 -0.3083
O -1.110 -0.967 9.896 -0.2905
F -0.344 1.083 9.038 -0.2483
N 6.549 -1.261 -0.894 -0.2735
S 7.269 -1.071 -2.454 0.6022
O 6.317 -1.097 -3.583 -0.3274
O 8.636 -1.533 -2.715 -0.3014
F 7.494 0.523 -2.369 -0.2505
S 6.382 -2.723 -1.049 0.4040
O 7.551 -3.618 -1.213 -0.3014
O 5.112 -3.152 -1.661 -0.3259
F 6.019 -2.915 0.511 -0.2261
N -3.081 -12.852 3.196 -0.2912
S -2.456 -11.943 1.912 0.5804
O -2.987 -12.244 0.602 -0.2892
O -1.074 -11.433 2.030 -0.2892
F -3.350 -10.675 2.364 -0.2512
S -2.750 -14.187 2.580 0.3918
O -1.346 -14.424 2.286 -0.2958
O -3.786 -14.885 1.796 -0.3314
F -2.804 -14.982 3.938 -0.2240
N 1.579 7.275 -9.878 -0.2761
S 0.116 7.768 -9.277 0.6192
O -1.031 7.335 -10.044 -0.2978
O -0.090 8.970 -8.400 -0.2940
F 0.133 6.521 -8.153 -0.2819
S 1.701 8.422 -10.778 0.3432
O 2.010 9.699 -10.167 -0.2925
O 0.945 8.447 -12.001 -0.2843
F 3.124 7.918 -11.334 -0.2358
N -6.585 5.807 4.723 -0.6911
O -6.119 6.840 4.226 0.0370
O -7.603 5.774 5.324 0.0331
O -6.031 4.718 4.652 0.0165
```

---

Record 2
Formula: C28H27Cl3N3O3RuS2
Source: the OMol25 dataset
Level of theory: ωB97M-V/def2-TZVPD

Values from the calculation:
Total energy (Eh): -3744.63737
Spin multiplicity: 5
Net charge: +1
Highest occupied orbital energy (spin up / spin down) (Ha): -0.392 / -0.395
Expectation value of S²: 6.072
HOMO-LUMO gap (spin up / spin down) (eV): 7.897 / 6.049
LUMO (spin up / spin down) (Ha): -0.1013 / -0.1731

```
67
Properties=species:S:1:pos:R:3:lowdin_spin:R:1
Ru 0.012 0.372 -0.635 1.7203
C -0.322 -2.107 3.023 0.0010
C -0.785 -0.937 2.197 0.0092
N -0.027 -0.478 1.256 0.0166
N 1.285 -1.037 1.383 0.0265
C 2.206 -0.217 1.026 0.0267
S 1.919 1.327 0.242 0.0902
S 3.889 -0.635 1.300 0.0099
C 3.883 -2.448 1.382 0.0017
C 3.269 -3.137 2.570 0.0004
C 3.522 -2.716 3.870 0.0001
C 2.999 -3.415 4.948 0.0000
C 2.232 -4.554 4.738 -0.0001
C 1.985 -4.984 3.443 0.0001
C 2.495 -4.273 2.367 0.0000
C -2.044 -0.313 2.774 0.1697
C -1.964 -0.145 4.145 -0.0021
C -3.048 0.284 4.911 0.2381
C -4.301 0.504 4.314 -0.0070
C -4.420 0.387 2.965 0.1627
C -3.293 0.070 2.121 0.0627
O -3.393 0.185 0.891 0.3203
H 0.135 -2.849 2.376 0.0001
H -1.146 -2.567 3.562 -0.0001
H 0.461 -1.811 3.725 0.0001
H 4.955 -2.658 1.349 0.0001
H 3.445 -2.820 0.455 0.0003
H 4.123 -1.830 4.040 0.0001
H 3.203 -3.077 5.956 0.0000
H 1.836 -5.105 5.581 0.0000
H 1.392 -5.874 3.270 0.0000
H 2.293 -4.607 1.354 0.0000
H -1.039 -0.355 4.665 -0.0033
H -2.929 0.418 5.977 0.0124
H -5.149 0.784 4.924 -0.0046
H -5.350 0.590 2.451 0.0060
Cl -1.278 6.446 -3.126 0.1434
C -1.151 4.793 -2.844 0.3192
C -2.098 4.020 -2.089 0.0368
C -1.606 2.762 -2.151 0.1881
Cl -2.128 1.288 -1.427 0.1129
C -2.501 0.002 -4.572 0.0022
O -2.549 -0.623 -5.505 0.0002
C -0.356 2.730 -2.885 0.1892
Cl 0.577 1.307 -2.918 0.0434
C -0.069 3.987 -3.317 0.0339
H -2.999 4.369 -1.616 -0.0022
H 0.777 4.345 -3.879 -0.0023
O 0.376 -1.657 -1.523 0.0591
C 0.399 -2.417 -2.505 0.0100
C 1.598 -3.299 -2.747 0.0017
C 2.266 -3.174 -4.142 0.0009
C 1.557 -2.254 -5.136 0.0001
C 0.231 -2.813 -5.649 0.0002
C -0.633 -3.378 -4.522 0.0004
N -0.635 -2.521 -3.340 0.0042
H 1.276 -4.328 -2.563 -0.0001
H 2.307 -3.051 -1.960 0.0000
H 2.364 -4.168 -4.584 0.0001
H 3.280 -2.807 -3.993 0.0000
H 2.219 -2.073 -5.984 0.0000
H 1.394 -1.274 -4.674 0.0001
H 0.418 -3.617 -6.364 0.0000
H -0.315 -2.036 -6.186 0.0000
H -0.274 -4.364 -4.224 0.0001
H -1.666 -3.507 -4.840 0.0000
H -1.429 -1.928 -3.148 0.0001
```

---

Record 3
Formula: C4H8O
Source: the OMol25 dataset
Level of theory: ωB97M-V/def2-TZVPD

Values from the calculation:
Total energy (Eh): -232.35741
Net charge: 0
Highest occupied orbital energy (Ha): -0.329
HOMO-LUMO gap (eV): 10.061
LUMO (Ha): 0.0407

```
13
Properties=species:S:1:pos:R:3:lowdin_charge:R:1
C 1.871 -0.845 0.372 -0.0415
C -0.387 0.696 -0.971 -0.1942
C -1.397 -0.133 -0.703 -0.0547
C -1.622 0.705 0.531 -0.1559
O -0.470 1.515 0.134 -0.0748
H 2.119 0.218 0.292 0.0268
H 2.098 -1.203 1.377 0.0227
H 2.427 -1.412 -0.377 0.0243
H 0.407 0.834 -1.698 0.1260
H -1.873 -0.977 -1.173 0.0920
H 0.813 -0.977 0.174 -0.0113
H -1.453 0.271 1.523 0.1225
H -2.532 1.310 0.519 0.1182
```